Entry 1:
Entry from OMol25: 11 unconnected molecules or ions with the total composition C37H100N4O11 in a non-equilibrium geometry (wB97M-V/def2-TZVPD).

spin multiplicity	1
SMILES	COC[C@H](C)N.COC[C@H](C)N.COC[C@H](C)N.COC[C@H](C)N.CC(C)O.CC(C)O.CC(C)O.CC(C)O.CC(C)O.CC(C)O.CC(C)O
ΔE to the lowest compared entry with this formula, charge and spin	0.000	eV
E_tot	-68469.663	eV
molar mass	777.22	g/mol
charge	0
max |F|	2.89	eV/Å
gap between HOMO and LUMO	9.18	eV

Each line ends with the Löwdin charge.
Positions of all 152 atoms, in Å:
C: -4.42 3.66 -2.62  -0.067
C: -3.94 2.22 -2.52  -0.461
C: -4.59 1.46 -3.70  -0.043
O: -2.51 2.15 -2.58  -0.058
H: -4.10 4.10 -3.51  0.059
H: -3.96 4.23 -1.79  0.063
H: -5.49 3.90 -2.44  0.095
H: -4.28 1.81 -1.55  0.099
H: -4.59 2.06 -4.59  0.068
H: -5.65 1.30 -3.54  0.080
H: -4.18 0.48 -3.81  0.062
H: -2.13 2.67 -1.89  0.007
C: 0.72 1.00 -3.10  -0.031
C: 1.75 2.08 -2.73  -0.461
C: 1.80 3.09 -3.86  -0.048
O: 1.37 2.69 -1.44  -0.090
H: 0.52 0.17 -2.41  0.067
H: 1.22 0.59 -4.00  0.067
H: -0.19 1.62 -3.43  0.099
H: 2.73 1.58 -2.67  0.133
H: 2.07 2.48 -4.71  0.071
H: 2.51 3.91 -3.66  0.088
H: 0.80 3.53 -3.94  0.087
H: 2.02 3.38 -1.23  0.093
C: 4.79 2.39 1.93  -0.063
C: 3.81 2.73 3.00  -0.488
C: 3.77 4.24 3.15  -0.055
O: 2.48 2.25 2.71  -0.095
H: 5.73 2.89 2.17  0.091
H: 4.38 2.80 1.05  0.068
H: 5.08 1.35 1.79  0.086
H: 4.09 2.23 3.94  0.140
H: 3.02 4.52 3.93  0.076
H: 3.40 4.70 2.21  0.089
H: 4.79 4.58 3.41  0.092
H: 2.50 1.61 1.95  0.084
C: -1.18 -2.83 -1.40  -0.037
C: -0.96 -4.21 -2.09  -0.456
C: -1.37 -4.27 -3.61  -0.043
O: 0.41 -4.54 -1.92  -0.063
H: -0.35 -2.13 -1.71  0.078
H: -1.22 -3.02 -0.33  0.051
H: -2.08 -2.34 -1.69  0.057
H: -1.54 -4.87 -1.47  0.100
H: -2.39 -3.91 -3.72  0.065
H: -1.43 -5.33 -3.90  0.064
H: -0.63 -3.81 -4.35  0.097
H: 0.55 -5.49 -1.96  0.094
C: 0.26 3.42 5.60  -0.035
C: 0.34 1.95 5.15  -0.452
C: -0.42 1.07 6.09  -0.058
O: -0.06 1.79 3.74  -0.108
H: 0.57 3.46 6.65  0.085
H: -0.72 3.84 5.52  0.040
H: 1.01 3.92 5.00  0.060
H: 1.40 1.72 5.12  0.125
H: 0.04 1.06 7.12  0.107
H: -0.43 0.12 5.58  0.063
H: -1.44 1.41 6.13  0.067
H: 0.71 2.08 3.24  0.019
C: 1.34 -1.25 1.92  -0.013
C: 1.13 -0.47 0.61  -0.501
C: -0.16 0.28 0.63  -0.039
O: 2.25 0.33 0.30  -0.069
H: 2.25 -1.81 1.93  0.039
H: 0.50 -1.95 2.03  0.089
H: 1.29 -0.51 2.77  0.091
H: 1.09 -1.15 -0.33  0.124
H: -1.00 -0.45 0.74  0.084
H: -0.27 0.89 -0.23  0.048
H: -0.22 0.87 1.59  0.087
H: 2.00 0.97 -0.40  0.064
C: -4.44 -4.46 0.94  -0.066
C: -3.20 -4.41 1.80  -0.432
C: -2.33 -5.66 1.60  -0.048
O: -2.43 -3.17 1.46  -0.094
H: -5.09 -5.33 1.30  0.104
H: -4.20 -4.53 -0.13  0.076
H: -4.97 -3.46 0.94  0.091
H: -3.51 -4.38 2.84  0.122
H: -2.79 -6.51 2.03  0.059
H: -1.32 -5.59 2.01  0.079
H: -2.24 -5.88 0.52  0.076
H: -3.08 -2.48 1.39  0.016
C: 5.22 -4.11 0.06  -0.040
C: 3.75 -4.31 -0.28  -0.483
C: 2.95 -4.64 0.96  -0.185
O: 3.38 -5.92 1.54  -0.183
C: 3.20 -5.98 2.92  -0.140
N: 3.26 -3.12 -0.90  0.054
H: 5.71 -4.98 0.39  0.065
H: 5.21 -3.29 0.77  0.076
H: 5.66 -3.71 -0.86  0.082
H: 3.56 -5.14 -0.96  0.138
H: 1.88 -4.73 0.61  0.130
H: 3.06 -3.75 1.63  0.113
H: 3.47 -6.97 3.22  0.076
H: 2.18 -5.81 3.28  0.083
H: 3.83 -5.22 3.40  0.092
H: 2.29 -2.99 -1.06  0.032
H: 3.53 -2.25 -0.40  0.086
C: -2.18 6.28 0.13  -0.049
C: -1.25 5.05 0.39  -0.414
C: -1.81 4.24 1.57  -0.265
O: -1.96 4.97 2.74  -0.163
C: -2.54 4.11 3.73  -0.113
N: -1.25 4.13 -0.73  0.034
H: -2.49 6.40 -0.95  0.079
H: -1.71 7.23 0.48  0.081
H: -3.15 6.11 0.63  0.072
H: -0.24 5.42 0.64  0.137
H: -1.10 3.40 1.60  0.107
H: -2.80 3.71 1.20  0.155
H: -3.59 3.88 3.46  0.084
H: -2.57 4.70 4.72  0.110
H: -1.95 3.16 3.87  0.071
H: -0.57 3.36 -0.57  0.071
H: -0.99 4.67 -1.51  0.067
C: 4.67 -2.11 -4.90  -0.083
C: 3.60 -1.16 -5.28  -0.484
C: 3.89 -0.51 -6.60  -0.234
O: 2.90 0.50 -6.85  -0.208
C: 2.91 0.96 -8.23  -0.084
N: 2.29 -1.82 -5.47  0.053
H: 4.71 -3.01 -5.54  0.087
H: 4.58 -2.50 -3.86  0.074
H: 5.71 -1.70 -5.02  0.096
H: 3.61 -0.34 -4.52  0.135
H: 3.94 -1.32 -7.34  0.133
H: 4.87 -0.02 -6.54  0.124
H: 2.35 1.86 -8.32  0.068
H: 2.51 0.26 -8.99  0.095
H: 3.96 1.28 -8.36  0.086
H: 1.49 -1.18 -5.56  0.070
H: 2.19 -2.40 -4.64  0.066
C: -4.48 0.25 4.83  -0.069
C: -3.90 -0.62 3.72  -0.440
C: -4.34 -0.05 2.35  -0.152
O: -3.60 -0.65 1.29  -0.230
C: -3.66 -0.02 0.04  -0.105
N: -2.48 -0.77 3.96  0.080
H: -5.58 0.47 4.54  0.105
H: -4.00 1.25 4.78  0.065
H: -4.28 -0.14 5.86  0.091
H: -4.25 -1.62 3.85  0.122
H: -4.07 1.02 2.34  0.124
H: -5.38 -0.23 2.19  0.121
H: -2.81 -0.40 -0.48  0.064
H: -3.60 1.04 0.07  0.059
H: -4.58 -0.26 -0.57  0.112
H: -2.10 -1.43 3.30  0.051
H: -2.01 0.06 3.68  0.038

---

Entry 2:
Entry from OMol25: 12 unconnected molecules or ions with the total composition C37H101N3O12 in a non-equilibrium geometry (wB97M-V/def2-TZVPD).

spin multiplicity	1
SMILES	COC[C@H](C)N.COC[C@H](C)N.COC[C@H](C)N.CC(C)O.CC(C)O.CC(C)O.CC(C)O.CC(C)O.CC(C)O.CC(C)O.CCO.CCO
ΔE to the lowest compared entry with this formula, charge and spin	0.000	eV
E_tot	-69043.246	eV
molar mass	780.22	g/mol
charge	0
max |F|	5.72	eV/Å
gap between HOMO and LUMO	9.79	eV

Each line ends with the Löwdin charge.
Positions of all 153 atoms, in Å:
C: -5.65 -0.76 -0.30  -0.062
C: -5.34 0.73 -0.07  -0.325
O: -4.06 0.96 -0.61  -0.111
H: -6.63 -1.07 0.08  0.085
H: -4.84 -1.34 0.05  0.038
H: -5.64 -0.88 -1.41  0.069
H: -5.45 0.94 0.99  0.090
H: -6.09 1.44 -0.55  0.128
H: -3.74 1.80 -0.19  0.061
C: -2.79 -5.26 1.91  -0.054
C: -3.65 -4.76 0.70  -0.280
O: -3.27 -3.45 0.33  -0.133
H: -3.25 -6.12 2.35  0.065
H: -2.72 -4.47 2.64  0.046
H: -1.78 -5.46 1.48  0.081
H: -4.68 -4.76 0.89  0.090
H: -3.43 -5.51 -0.02  0.094
H: -3.48 -3.27 -0.62  0.053
C: -1.45 -4.30 -2.20  -0.019
C: -2.16 -3.13 -2.94  -0.446
C: -2.19 -3.32 -4.41  -0.060
O: -3.51 -3.03 -2.39  -0.074
H: -1.89 -5.15 -2.66  0.069
H: -1.64 -4.19 -1.14  0.052
H: -0.37 -4.22 -2.38  0.083
H: -1.65 -2.20 -2.62  0.131
H: -1.18 -2.99 -4.84  0.112
H: -2.92 -2.62 -4.91  0.075
H: -2.27 -4.37 -4.73  0.081
H: -3.91 -2.21 -2.64  0.040
C: 5.30 5.38 -2.85  -0.070
C: 5.23 3.93 -3.15  -0.479
C: 6.20 3.15 -2.20  -0.032
O: 3.90 3.43 -3.21  -0.050
H: 6.32 5.73 -2.88  0.078
H: 5.04 5.66 -1.83  0.080
H: 4.55 5.92 -3.41  0.065
H: 5.53 3.62 -4.09  0.106
H: 7.19 3.64 -2.34  0.087
H: 6.14 2.11 -2.50  0.051
H: 5.85 3.30 -1.20  0.071
H: 3.51 3.47 -2.34  0.030
C: 2.92 -0.23 4.81  -0.039
C: 2.42 1.01 4.00  -0.465
C: 3.57 1.94 3.78  -0.058
O: 1.83 0.59 2.79  -0.085
H: 3.71 -0.76 4.31  0.079
H: 2.04 -0.85 4.95  0.062
H: 3.27 -0.16 5.82  0.072
H: 1.66 1.48 4.61  0.126
H: 4.42 1.50 3.25  0.088
H: 3.87 2.46 4.70  0.086
H: 3.23 2.72 3.06  0.082
H: 1.69 -0.38 2.84  0.047
C: -3.90 -1.20 3.34  -0.051
C: -2.53 -0.81 2.85  -0.503
C: -1.61 -0.17 3.91  -0.040
O: -1.81 -1.93 2.36  -0.078
H: -4.50 -1.73 2.58  0.074
H: -4.47 -0.30 3.65  0.085
H: -3.86 -1.91 4.18  0.081
H: -2.66 -0.02 2.05  0.132
H: -1.55 -1.03 4.63  0.094
H: -2.06 0.69 4.44  0.083
H: -0.62 0.06 3.53  0.052
H: -2.33 -2.35 1.66  0.050
C: -3.41 0.05 -5.86  -0.076
C: -3.99 0.47 -4.60  -0.528
C: -5.48 0.22 -4.67  -0.057
O: -3.39 -0.14 -3.45  -0.048
H: -2.37 0.05 -5.83  0.067
H: -3.73 0.68 -6.72  0.106
H: -3.71 -0.97 -6.09  0.077
H: -3.88 1.54 -4.48  0.132
H: -5.65 -0.84 -4.44  0.082
H: -5.99 0.60 -5.60  0.100
H: -5.93 0.74 -3.80  0.076
H: -3.76 0.22 -2.62  0.065
C: 0.84 -0.33 -0.22  -0.025
C: 0.98 1.18 -0.67  -0.429
C: -0.29 1.75 -1.09  -0.057
O: 1.50 2.00 0.45  -0.081
H: 1.82 -0.71 0.14  0.062
H: 0.47 -1.00 -1.07  0.103
H: 0.24 -0.39 0.69  0.059
H: 1.76 1.27 -1.44  0.115
H: -1.08 1.50 -0.32  0.100
H: -0.70 1.49 -2.06  0.090
H: -0.15 2.83 -1.04  0.055
H: 1.63 1.43 1.20  0.018
C: 1.12 5.86 0.11  -0.060
C: 1.66 5.14 -1.14  -0.453
C: 2.13 6.21 -2.17  -0.051
O: 2.75 4.31 -0.75  -0.075
H: 0.26 6.56 -0.02  0.091
H: 1.87 6.44 0.57  0.060
H: 0.85 5.14 0.92  0.071
H: 0.89 4.53 -1.58  0.107
H: 2.75 6.99 -1.73  0.076
H: 1.24 6.81 -2.48  0.085
H: 2.65 5.75 -3.05  0.069
H: 2.38 3.64 -0.13  0.065
C: 2.98 -3.99 -1.97  -0.070
C: 4.45 -3.81 -1.52  -0.400
C: 4.53 -2.32 -1.02  -0.205
O: 3.94 -1.54 -2.06  -0.206
C: 4.13 -0.13 -1.78  -0.094
N: 4.77 -4.74 -0.42  0.041
H: 2.62 -3.45 -2.88  0.090
H: 2.38 -3.82 -1.12  0.042
H: 2.95 -5.10 -2.21  0.092
H: 5.21 -3.95 -2.35  0.155
H: 5.65 -2.03 -0.94  0.143
H: 4.01 -2.14 -0.11  0.088
H: 5.19 0.22 -1.68  0.084
H: 3.67 0.16 -0.86  0.058
H: 3.74 0.47 -2.60  0.085
H: 4.19 -4.72 0.42  0.038
H: 5.72 -4.56 -0.18  0.046
C: -4.31 3.45 2.71  -0.022
C: -2.95 3.53 1.99  -0.442
C: -3.02 4.32 0.73  -0.199
O: -3.80 3.61 -0.28  -0.228
C: -3.85 4.30 -1.56  -0.055
N: -2.04 4.33 2.82  0.054
H: -4.56 4.49 2.91  0.091
H: -4.29 2.86 3.57  0.053
H: -5.03 2.91 2.13  0.055
H: -2.52 2.58 1.66  0.125
H: -2.02 4.59 0.30  0.132
H: -3.54 5.26 1.04  0.137
H: -4.72 4.03 -2.11  0.071
H: -3.07 3.96 -2.20  0.068
H: -3.84 5.41 -1.53  0.102
H: -2.00 3.93 3.72  0.052
H: -1.08 4.20 2.53  0.073
C: 1.00 -4.68 4.03  -0.026
C: 1.81 -3.44 3.51  -0.434
C: 3.00 -3.72 2.68  -0.191
O: 4.00 -4.22 3.65  -0.186
C: 5.18 -4.80 3.04  -0.076
N: 1.09 -2.44 2.72  0.060
H: 0.32 -4.29 4.81  0.076
H: 1.69 -5.46 4.45  0.088
H: 0.44 -5.13 3.16  0.077
H: 2.25 -2.95 4.38  0.118
H: 3.37 -2.84 2.15  0.119
H: 2.81 -4.40 1.92  0.089
H: 5.88 -4.78 3.72  0.022
H: 5.45 -4.20 2.16  0.080
H: 4.96 -5.89 2.82  0.115
H: 0.10 -2.24 3.00  0.077
H: 0.99 -2.83 1.82  0.054